Below is a structure of composition C15H30CrO19S in a non-equilibrium geometry, with properties calculated with ωB97M-V/def2-TZVPD.

CARTESIAN COORDINATES (ANGSTROEM)
Cr 0.073 0.219 -0.420
S -0.875 -0.262 -2.939
O 0.400 0.405 -2.425
O -0.553 -1.431 -3.735
O -1.504 -0.627 -1.616
O -1.709 0.703 -3.644
C 1.966 4.020 -1.506
O 3.118 3.189 -1.586
C 2.952 1.983 -1.076
O 1.932 1.600 -0.553
O 4.059 1.297 -1.231
C 3.969 -0.104 -0.991
H 1.640 4.174 -0.475
H 1.138 3.574 -2.058
H 2.249 4.974 -1.938
H 3.485 -0.303 -0.039
H 4.986 -0.479 -1.009
H 3.398 -0.581 -1.788
C 3.487 -4.077 -1.190
O 2.875 -2.932 -0.626
C 1.570 -2.749 -0.796
O 1.047 -1.706 -0.472
O 0.973 -3.803 -1.303
C -0.454 -3.767 -1.494
H 3.004 -4.996 -0.861
H 4.523 -4.091 -0.863
H 3.476 -4.053 -2.281
H -0.855 -2.770 -1.350
H -0.912 -4.472 -0.799
H -0.635 -4.087 -2.515
C -3.724 3.650 1.288
O -2.482 2.960 1.157
C -1.965 2.806 -0.051
O -0.990 2.117 -0.228
O -2.619 3.472 -0.980
C -2.148 3.363 -2.346
H -3.675 4.681 0.946
H -4.003 3.591 2.335
H -4.519 3.153 0.721
H -2.921 2.880 -2.936
H -1.258 2.750 -2.421
H -2.002 4.380 -2.705
C 2.540 -1.452 2.717
O 2.266 -0.257 3.458
C 1.425 0.599 2.902
O 0.928 0.502 1.810
O 1.211 1.600 3.741
C 0.348 2.630 3.247
H 3.580 -1.699 2.913
H 2.371 -1.294 1.657
H 1.909 -2.256 3.094
H -0.693 2.359 3.439
H 0.473 2.765 2.178
H 0.576 3.512 3.838
C -3.978 -0.829 0.278
O -3.298 -1.810 1.065
C -1.999 -1.615 1.244
O -1.415 -0.599 0.995
O -1.366 -2.666 1.751
C -2.102 -3.865 2.003
H -3.275 -0.265 -0.330
H -4.544 -0.159 0.931
H -4.692 -1.337 -0.365
H -2.593 -4.214 1.099
H -2.821 -3.700 2.803
H -1.373 -4.601 2.330

Summary:
Spin multiplicity: 5
Energy relative to the best compared isomer or geometry (same formula, charge and spin): 0.000 eV
LUMO energy (spin up / spin down): 0.40 / 0.40 eV
DFT total energy: -94202.7356 eV
E_HOMO (spin up / spin down): -6.73 / -7.94 eV
⟨S²⟩: 6.009